{
  "formula": "C63H60N9OS4SbTi",
  "method": "ωB97M-V/def2-TZVPD",
  "symbols": ["Ti", "C", "C", "O", "N", "C", "C", "C", "C", "C", "C", "N", "H", "H", "H", "H", "H", "H", "H", "H", "H", "H", "N", "S", "N", "S", "N", "S", "N", "C", "C", "C", "C", "C", "C", "C", "C", "C", "C", "C", "C", "C", "C", "C", "C", "C", "C", "C", "C", "C", "C", "C", "C", "C", "C", "C", "C", "C", "C", "C", "C", "C", "C", "C", "C", "H", "H", "H", "H", "H", "H", "H", "H", "H", "H", "H", "H", "H", "H", "H", "H", "H", "H", "H", "H", "H", "H", "H", "H", "H", "H", "H", "H", "H", "H", "N", "N", "C", "N", "S", "H", "H", "H", "H", "H", "C", "C", "C", "C", "C", "C", "Sb", "C", "C", "C", "C", "C", "C", "C", "C", "C", "C", "C", "C", "H", "H", "H", "H", "H", "H", "H", "H", "H", "H", "H", "H", "H", "H", "H"],
  "xyz": [[0.2103, 0.7792, 0.6289], [-1.1954, 2.8369, 2.6722], [-1.1028, 1.4700, 2.0745], [-1.5851, 1.2799, 0.8273], [-1.3104, 0.3375, 2.9566], [-2.4189, -0.5204, 2.6743], [-2.2351, -1.8338, 1.9206], [-3.2259, -2.7969, 2.0937], [-3.3390, -3.8733, 1.2380], [-2.4912, -3.9645, 0.1362], [-1.5103, -3.0193, -0.0021], [-1.3597, -2.0234, 0.9072], [-0.9398, 3.5834, 1.9210], [-0.5277, 2.9453, 3.5290], [-2.2139, 3.0413, 3.0219], [-1.1303, 0.5085, 3.9324], [-3.1198, 0.0150, 2.0174], [-2.9720, -0.7782, 3.5787], [-3.9319, -2.6543, 2.8996], [-4.1108, -4.6139, 1.3962], [-2.5956, -4.7369, -0.6098], [-0.8184, -2.9815, -0.8276], [0.8481, 2.4695, -0.1887], [2.3059, 2.7247, -0.3310], [3.3013, 1.4422, -0.2201], [3.2003, 0.7216, 1.2107], [1.8584, 0.6615, 1.8535], [1.1324, -2.2095, 1.5223], [-0.1048, -1.3462, 0.8915], [0.5198, -2.8171, 3.0690], [-0.2102, -3.9884, 3.2386], [-0.6777, -4.3092, 4.5028], [-0.4169, -3.4679, 5.5773], [0.3031, -2.2951, 5.3965], [0.7754, -1.9596, 4.1367], [1.4542, -3.6561, 0.5224], [1.6302, -3.4107, -0.8369], [2.0405, -4.4428, -1.6635], [2.3173, -5.6957, -1.1324], [2.2014, -5.9128, 0.2315], [1.7784, -4.8916, 1.0718], [4.0217, -0.8265, 0.9023], [4.4735, -1.1720, -0.3584], [5.1251, -2.3919, -0.5244], [5.3103, -3.2357, 0.5557], [4.8696, -2.8623, 1.8242], [4.2298, -1.6513, 2.0051], [4.4315, 1.5079, 2.2291], [4.1462, 1.6710, 3.5728], [5.1168, 2.2137, 4.4064], [6.3470, 2.5794, 3.8852], [6.6178, 2.4073, 2.5308], [5.6615, 1.8655, 1.6919], [2.9126, 3.9384, 0.8025], [2.2048, 4.1261, 1.9784], [2.7007, 5.0213, 2.9154], [3.8858, 5.6977, 2.6732], [4.5874, 5.4942, 1.4898], [4.0996, 4.6145, 0.5397], [2.7448, 3.3777, -1.9042], [3.5339, 2.6850, -2.8070], [3.7613, 3.2512, -4.0544], [3.2054, 4.4798, -4.3771], [2.4220, 5.1646, -3.4556], [2.1816, 4.6125, -2.2101], [-0.4387, -4.6307, 2.3991], [-1.2466, -5.2168, 4.6487], [-0.7818, -3.7288, 6.5614], [0.5051, -1.6467, 6.2379], [1.3180, -1.0377, 3.9623], [1.4360, -2.4295, -1.2570], [2.1526, -4.2624, -2.7239], [2.6348, -6.5007, -1.7807], [2.4464, -6.8779, 0.6519], [1.7316, -5.0666, 2.1353], [4.3148, -0.5021, -1.1904], [5.4934, -2.6725, -1.5018], [5.8079, -4.1861, 0.4192], [5.0407, -3.5128, 2.6712], [3.9032, -1.3409, 2.9903], [3.1735, 1.3835, 3.9501], [4.9124, 2.3425, 5.4604], [7.1025, 3.0000, 4.5344], [7.5814, 2.6930, 2.1314], [5.8636, 1.7192, 0.6388], [1.2955, 3.5686, 2.1484], [2.1571, 5.1938, 3.8342], [4.2665, 6.3954, 3.4063], [5.5119, 6.0239, 1.3083], [4.6306, 4.4586, -0.3895], [3.9565, 1.7296, -2.5365], [4.3813, 2.7328, -4.7720], [3.3835, 4.9101, -5.3528], [2.0051, 6.1302, -3.7061], [1.5711, 5.1324, -1.4831], [-1.3469, 2.3583, -2.2848], [-0.7880, 1.8366, -3.4780], [-0.1173, 0.6890, -3.4871], [0.1583, 0.1638, -4.6958], [0.4353, -0.0924, -2.0819], [-1.7367, 3.2663, -2.5215], [-0.5672, 2.5193, -1.6390], [-1.2853, 2.0958, -4.3188], [-0.4060, 0.4021, -5.4978], [0.6004, -0.7387, -4.7024], [-7.1390, -3.4178, -0.3995], [-6.1295, -3.7785, -1.2806], [-5.1089, -2.8817, -1.5703], [-5.0739, -1.6137, -0.9944], [-6.0921, -1.2711, -0.1051], [-7.1171, -2.1614, 0.1886], [-3.4693, -0.2013, -1.3748], [-3.2954, -0.5941, -3.4792], [-2.6787, -1.7754, -3.8870], [-2.5145, -2.0834, -5.2310], [-2.9467, -1.1903, -6.2007], [-3.5355, 0.0076, -5.8144], [-3.7083, 0.2997, -4.4664], [-4.7738, 1.4729, -1.4888], [-5.9728, 1.4311, -2.1978], [-6.8132, 2.5348, -2.2233], [-6.4707, 3.6884, -1.5312], [-5.2891, 3.7350, -0.8066], [-4.4460, 2.6304, -0.7854], [-7.9467, -4.1050, -0.1856], [-6.1464, -4.7520, -1.7540], [-4.3451, -3.1790, -2.2804], [-6.1030, -0.2895, 0.3582], [-7.9092, -1.8668, 0.8650], [-2.3081, -2.4775, -3.1458], [-2.0556, -3.0193, -5.5225], [-2.8368, -1.4294, -7.2501], [-3.8840, 0.7050, -6.5655], [-4.1876, 1.2314, -4.1856], [-6.2623, 0.5300, -2.7263], [-7.7408, 2.4926, -2.7785], [-7.1275, 4.5472, -1.5536], [-5.0272, 4.6283, -0.2546], [-3.5264, 2.6659, -0.2110]],
  "forces_ev_per_a": [[-0.450, 1.514, 0.778], [-0.112, 0.096, 0.084], [1.210, -0.399, -0.836], [-0.687, -0.405, 0.357], [-0.056, -0.007, -0.188], [-0.054, 0.016, 0.070], [-0.312, 0.123, -0.249], [0.000, 0.062, -0.234], [-0.058, 0.018, -0.003], [0.042, 0.238, 0.044], [-0.188, 0.042, -0.042], [0.763, -0.354, 0.452], [0.025, -0.021, 0.021], [0.039, 0.001, -0.013], [-0.015, -0.034, -0.012], [-0.068, 0.059, -0.046], [-0.067, -0.105, 0.030], [0.085, 0.037, 0.040], [-0.012, -0.036, 0.018], [-0.041, 0.002, -0.017], [-0.010, -0.047, 0.005], [0.056, -0.031, 0.048], [-0.006, 0.233, 0.185], [0.351, -0.810, -0.085], [0.053, 0.350, 0.050], [-0.002, 0.617, -0.232], [0.298, -0.532, 0.111], [-0.383, -0.218, 0.250], [-0.450, -0.163, -0.552], [0.238, -0.047, 0.156], [-0.170, 0.098, -0.044], [-0.004, 0.023, -0.020], [-0.012, 0.000, 0.012], [0.003, 0.019, -0.027], [0.004, -0.058, 0.012], [0.207, -0.015, 0.021], [-0.065, -0.014, -0.033], [-0.030, 0.041, 0.020], [-0.005, -0.029, -0.001], [-0.001, 0.029, 0.001], [0.078, 0.031, -0.040], [0.187, 0.059, -0.117], [-0.090, -0.136, 0.000], [-0.051, 0.046, -0.045], [-0.020, -0.012, 0.038], [-0.014, -0.038, -0.024], [0.040, 0.049, -0.043], [-0.146, -0.129, 0.259], [0.058, 0.051, 0.084], [-0.051, -0.035, -0.026], [0.012, 0.002, -0.052], [0.053, 0.015, 0.043], [-0.014, -0.080, 0.000], [0.058, 0.227, 0.043], [0.065, 0.049, -0.055], [-0.042, -0.019, 0.015], [0.026, 0.009, -0.011], [-0.037, -0.020, -0.007], [-0.049, -0.027, 0.090], [-0.035, 0.103, -0.144], [-0.035, 0.040, 0.004], [-0.003, -0.021, 0.009], [0.003, -0.007, -0.003], [-0.024, 0.006, 0.013], [0.014, -0.045, -0.084], [0.018, -0.008, -0.011], [-0.012, -0.018, 0.006], [0.011, -0.008, 0.018], [-0.006, 0.017, 0.014], [0.031, 0.000, -0.002], [-0.006, -0.002, 0.019], [0.016, 0.004, -0.015], [0.022, -0.010, -0.011], [0.000, -0.026, 0.008], [0.005, 0.011, 0.023], [-0.009, 0.015, -0.027], [-0.014, -0.012, -0.018], [0.044, -0.002, 0.003], [0.000, -0.015, 0.016], [-0.018, 0.014, 0.028], [-0.033, 0.007, -0.010], [-0.012, 0.021, 0.013], [0.022, 0.003, 0.007], [0.008, 0.010, -0.004], [-0.013, 0.012, -0.016], [-0.037, 0.009, -0.022], [-0.006, -0.011, 0.027], [0.008, 0.014, 0.023], [0.008, 0.030, -0.016], [0.034, -0.028, -0.024], [0.015, -0.026, 0.017], [0.003, -0.027, -0.026], [0.034, 0.023, -0.014], [-0.017, 0.006, -0.011], [-0.015, 0.014, 0.025], [0.003, -0.068, 0.078], [-0.058, -0.102, -0.098], [-0.083, 0.088, 0.163], [0.062, -0.024, -0.068], [-0.074, -0.316, -0.094], [0.024, -0.051, 0.006], [-0.091, 0.058, 0.013], [0.053, 0.016, 0.030], [-0.001, -0.019, 0.003], [-0.061, 0.001, -0.008], [-0.004, -0.033, 0.008], [0.007, 0.000, 0.053], [0.051, 0.020, -0.061], [-0.071, 0.046, -0.154], [0.101, 0.038, 0.074], [0.004, -0.014, 0.045], [-0.144, -0.209, -0.028], [0.032, 0.025, -0.074], [0.069, -0.039, 0.036], [-0.012, 0.019, 0.002], [0.008, 0.014, -0.013], [0.037, -0.003, -0.013], [-0.031, 0.063, 0.066], [-0.014, 0.102, 0.090], [-0.014, -0.017, -0.006], [-0.008, -0.017, -0.016], [0.026, 0.013, 0.007], [-0.021, -0.024, -0.018], [0.072, -0.002, 0.024], [-0.006, -0.009, 0.007], [-0.005, -0.009, -0.028], [-0.009, 0.009, -0.046], [-0.024, 0.025, -0.041], [-0.004, 0.004, 0.014], [0.014, -0.004, 0.016], [0.011, -0.026, -0.001], [0.006, -0.001, -0.019], [-0.008, 0.016, -0.009], [-0.015, -0.011, 0.002], [-0.001, -0.013, -0.015], [-0.016, -0.004, -0.015], [-0.024, 0.017, 0.009], [0.007, 0.011, 0.012], [0.033, 0.003, -0.025]],
  "lowdin_charge": [0.7433, -0.0275, -0.6052, -0.2969, 0.0154, -0.1146, -0.1444, 0.0131, -0.0016, -0.0147, -0.0478, -0.0670, 0.0781, 0.0809, 0.0930, 0.1275, 0.1359, 0.1372, 0.1353, 0.1320, 0.1303, 0.1154, -0.3772, 0.7858, -0.3637, 0.7347, -0.3531, 1.1665, -0.3336, -0.3694, -0.0909, -0.0441, -0.0421, -0.0480, -0.0775, -0.3726, -0.1140, -0.0489, -0.0475, -0.0460, -0.0720, -0.3337, -0.0531, -0.0535, -0.0544, -0.0553, -0.0974, -0.3254, -0.0717, -0.0551, -0.0533, -0.0529, -0.0619, -0.3231, -0.0588, -0.0481, -0.0479, -0.0482, -0.0576, -0.3322, -0.0526, -0.0523, -0.0532, -0.0517, -0.0642, 0.1094, 0.1194, 0.1187, 0.1174, 0.0952, 0.0402, 0.1176, 0.1172, 0.1185, 0.1080, 0.1002, 0.1164, 0.1161, 0.1175, 0.1157, 0.1038, 0.1131, 0.1144, 0.1158, 0.1196, 0.0768, 0.1153, 0.1156, 0.1173, 0.1239, 0.0989, 0.1136, 0.1147, 0.1156, 0.1243, 0.0652, -0.0386, -0.8355, 0.1153, 0.6598, 0.1046, 0.0137, 0.1502, 0.1067, 0.0926, -0.0854, -0.0893, -0.1534, -0.3816, -0.1424, -0.0812, 1.5395, -0.3814, -0.1687, -0.0931, -0.0919, -0.0857, -0.1339, -0.4055, -0.1400, -0.0724, -0.0779, -0.0840, -0.1470, 0.1065, 0.1057, 0.0777, 0.0967, 0.1069, 0.0793, 0.1057, 0.1073, 0.1075, 0.0908, 0.1074, 0.1089, 0.1075, 0.1036, 0.0734],
  "relative_energy_kcal_mol": 68.0,
  "max_force_ha_per_bohr": 0.034,
  "e_homo_ev": -11.08,
  "total_energy_ha": -5686.5922,
  "homo_lumo_gap_ev": 6.0,
  "total_charge": 2
}